Computed, not measured: a 10-piece molecular cluster, C60H150N10O20 overall, with ωB97M-V/def2-TZVPD.

```
240
Properties=species:S:1:pos:R:3:forces:R:3:lowdin_charge:R:1
C 13.83133 -6.09254 -6.16440 -0.069 0.848 0.820 -0.118
O 12.45992 -5.74758 -6.08651 -0.679 0.294 -0.540 -0.207
C 12.16376 -4.41375 -6.57290 -0.664 -0.753 0.521 -0.204
C 10.68229 -4.05249 -6.28323 0.753 -2.419 -0.922 -0.173
N 9.73436 -5.06941 -6.90154 1.224 1.882 -0.060 -0.065
C 8.39744 -4.61502 -6.62218 -0.802 -2.109 0.229 -0.216
C 7.40960 -5.84359 -6.94479 -0.122 3.260 0.578 -0.238
O 7.62600 -6.85696 -6.02818 -0.328 -2.139 -0.031 -0.191
C 6.69786 -7.97334 -6.20525 1.097 0.191 0.179 -0.074
H 14.33481 -5.68911 -5.28585 0.261 0.375 0.148 0.078
H 14.29561 -5.63272 -7.03681 0.113 -0.434 -0.271 0.083
H 13.99858 -7.16394 -6.05383 -0.448 -0.051 -0.631 0.085
H 12.32293 -4.35169 -7.64942 0.300 -0.082 -0.102 0.116
H 12.80356 -3.72230 -6.02457 0.140 0.315 -0.168 0.114
H 10.45557 -3.10152 -6.76528 0.051 0.084 0.220 0.115
H 10.60696 -3.99711 -5.19725 -0.489 0.163 0.182 0.112
H 9.79429 -5.99602 -6.50419 0.642 0.022 0.304 0.096
H 8.13440 -3.67067 -7.09875 -0.070 -0.276 -0.648 0.111
H 8.37584 -4.37900 -5.55826 -0.770 -0.134 0.474 0.103
H 7.46584 -6.11235 -7.99964 0.332 -0.356 -0.044 0.119
H 6.41672 -5.43456 -6.75774 -0.481 0.044 -0.254 0.107
H 7.01055 -8.81331 -5.58494 0.083 0.481 0.616 0.082
H 6.76097 -8.44863 -7.18414 -0.087 0.651 -0.541 0.082
H 5.67209 -7.69095 -5.96833 0.008 0.147 -0.054 0.085
C -0.43248 12.30165 6.52055 0.818 0.768 -0.395 -0.089
O 0.69416 13.18323 6.69335 0.650 -1.706 0.070 -0.248
C 2.00440 12.49221 6.77488 -1.198 0.764 1.047 -0.179
C 2.97701 13.63464 6.94593 0.134 -0.845 -0.319 -0.229
N 3.09764 14.21427 5.62475 -0.316 0.317 0.577 -0.062
C 3.45922 15.62331 5.64849 0.486 -0.228 -0.968 -0.198
C 2.40037 16.66004 6.03300 1.200 0.971 -0.658 -0.236
O 1.32124 16.54212 5.13165 -0.226 -0.591 1.333 -0.182
C 0.15582 16.01033 5.76014 0.032 0.174 -0.860 -0.098
H -0.48872 11.53697 7.29528 0.083 -0.066 0.029 0.083
H -0.36371 11.86442 5.52446 -0.124 -0.385 0.007 0.086
H -1.33009 12.91954 6.54500 0.071 0.024 0.134 0.084
H 2.27365 11.89764 5.90190 -0.370 0.181 -0.428 0.124
H 2.02799 11.80144 7.61772 -0.275 0.056 0.280 0.116
H 3.93708 13.24126 7.28002 0.183 0.063 0.092 0.118
H 2.60109 14.33281 7.69383 -0.118 0.027 0.220 0.117
H 2.17741 14.07916 5.23101 -0.081 0.467 -0.566 0.090
H 3.72808 15.81612 4.60991 0.092 0.460 -0.041 0.112
H 4.39304 15.66421 6.20921 -0.051 0.462 0.279 0.118
H 2.73954 17.67976 5.85073 0.899 0.008 -0.277 0.115
H 2.22049 16.76267 7.10315 -0.942 -0.856 0.163 0.115
H -0.53149 16.85101 5.85479 -0.447 -0.288 0.170 0.086
H 0.35024 15.52946 6.71882 0.072 0.168 -0.075 0.074
H -0.19291 15.24419 5.06767 -0.571 0.055 0.186 0.085
C 5.01044 3.50715 -1.45890 -0.105 0.627 0.901 -0.144
O 5.73345 2.32691 -1.63480 -0.953 -0.863 -1.262 -0.188
C 5.59875 1.82356 -2.98159 2.807 0.155 -0.044 -0.177
C 6.68095 2.54263 -3.90448 -0.601 -0.834 1.266 -0.175
N 8.10960 2.16526 -3.63027 -2.483 -0.202 0.042 -0.065
C 8.98515 2.79357 -4.58380 -0.336 0.355 1.463 -0.216
C 9.14000 4.30442 -4.27992 0.022 -0.608 -0.672 -0.214
O 9.58124 4.55474 -2.94653 0.249 -1.727 -1.043 -0.188
C 9.75827 5.88654 -2.61212 -0.325 0.494 0.002 -0.125
H 4.07308 3.59675 -2.00793 0.064 -0.306 -0.556 0.085
H 5.64671 4.36462 -1.67796 -0.129 0.308 0.007 0.081
H 4.68063 3.54461 -0.42067 0.333 0.146 0.200 0.086
H 4.59496 1.89666 -3.40014 -0.101 0.337 0.186 0.109
H 5.88342 0.77282 -2.92682 -0.123 -0.067 0.023 0.112
H 6.48267 3.60390 -3.75451 0.130 0.326 -0.242 0.091
H 6.45137 2.28708 -4.93893 0.119 0.002 -0.102 0.110
H 8.41269 2.55983 -2.75132 -0.400 -0.226 0.564 0.094
H 8.55923 2.65764 -5.57789 0.441 0.046 -0.184 0.115
H 9.88938 2.21191 -4.40453 0.634 0.609 -0.798 0.119
H 8.19680 4.83515 -4.40943 -0.267 -0.052 -0.150 0.107
H 9.76897 4.58888 -5.12348 0.800 0.990 0.437 0.116
H 8.88994 6.46211 -2.93278 -0.169 0.308 -0.021 0.084
H 10.64313 6.31328 -3.08436 0.193 0.086 0.065 0.088
H 9.81620 5.93688 -1.52483 0.200 0.091 -0.083 0.093
C -7.06300 0.93211 -0.35946 -0.314 -0.931 -0.014 -0.084
O -7.00175 -0.52620 -0.20528 0.063 2.457 -0.718 -0.195
C -6.10552 -0.86538 0.82098 -0.761 -0.827 -0.415 -0.250
C -6.24086 -2.38462 0.96843 0.336 1.196 0.508 -0.207
N -5.37521 -2.79036 2.06740 0.563 -0.521 0.732 -0.089
C -5.02079 -4.19914 1.94054 0.198 -0.493 0.245 -0.213
C -4.18053 -4.74799 3.15175 0.304 0.581 0.116 -0.207
O -4.09002 -6.14557 3.37317 0.030 0.019 -1.255 -0.186
C -3.39331 -6.79931 2.31151 -0.748 -0.646 0.134 -0.108
H -7.72855 1.15802 -1.19258 -0.233 -0.185 0.289 0.083
H -6.13917 1.46381 -0.58733 0.651 -0.684 -0.128 0.078
H -7.38813 1.39327 0.57313 -0.474 -0.093 0.070 0.079
H -6.41640 -0.36340 1.73720 0.196 0.068 0.350 0.117
H -5.09283 -0.56754 0.54924 0.248 -0.088 0.169 0.121
H -5.98625 -2.83620 0.00961 0.126 -0.214 0.148 0.124
H -7.26871 -2.62951 1.23612 -0.285 -0.008 -0.471 0.124
H -5.97697 -2.82486 2.87783 0.030 0.695 0.404 0.104
H -4.45835 -4.25885 1.00877 0.091 -0.466 0.024 0.109
H -5.97920 -4.70447 1.82136 0.128 -0.974 -0.026 0.118
H -4.48236 -4.37614 4.13090 -0.652 0.330 -0.218 0.119
H -3.17047 -4.35124 3.04943 0.292 0.135 -0.259 0.112
H -2.31470 -6.64225 2.31654 0.062 0.341 0.128 0.087
H -3.81499 -6.55761 1.33587 0.093 0.362 -0.099 0.077
H -3.57983 -7.86869 2.41017 0.113 -0.015 0.289 0.086
C 12.66632 -9.73502 5.47975 -0.545 -1.351 -0.558 -0.114
O 12.23315 -9.45710 4.18053 -0.692 0.497 -1.368 -0.216
C 11.81100 -10.52167 3.28887 0.348 0.748 1.235 -0.199
C 11.29506 -9.86644 2.03278 0.418 1.318 0.232 -0.212
N 10.29333 -8.79128 2.25608 0.324 -0.561 0.024 -0.059
C 9.99490 -8.07485 1.01069 -0.596 -0.456 1.216 -0.206
C 9.06529 -6.87438 1.28917 -0.603 -0.272 0.099 -0.204
O 9.58270 -5.97772 2.28904 0.676 -0.134 -0.989 -0.187
C 8.97156 -4.70805 2.30301 -0.128 0.351 0.303 -0.126
H 13.08150 -8.82934 5.92189 -0.135 -0.169 -0.050 0.092
H 13.38795 -10.55096 5.43993 0.565 0.062 0.245 0.079
H 11.81740 -10.14760 6.02490 -0.068 0.290 0.624 0.084
H 11.04640 -11.19430 3.67752 -0.177 0.186 0.692 0.119
H 12.70242 -11.12067 3.10266 0.020 -0.239 -0.400 0.118
H 10.93489 -10.65647 1.37382 -0.169 0.215 -0.197 0.120
H 12.16794 -9.36466 1.61517 0.318 -0.267 -0.669 0.113
H 10.70784 -8.11837 2.88494 0.101 -0.086 0.380 0.092
H 9.53093 -8.86170 0.41597 -0.576 0.526 -0.522 0.115
H 10.88000 -7.77309 0.45064 0.346 0.355 0.061 0.111
H 8.06864 -7.13761 1.64340 -0.026 -0.828 0.255 0.116
H 8.80469 -6.43754 0.32513 0.627 0.810 -0.170 0.112
H 9.05384 -4.14750 1.37183 -0.115 -0.350 -0.443 0.085
H 9.43952 -4.04385 3.02962 0.405 -0.468 0.244 0.083
H 7.93073 -4.76080 2.62239 -0.316 -0.174 -0.246 0.084
C -2.57054 5.10859 11.79834 1.331 -0.560 0.797 -0.146
O -3.73786 5.05495 12.59109 -0.779 0.512 -2.231 -0.177
C -4.91560 5.36442 11.76797 -0.808 -0.181 1.835 -0.186
C -5.39740 6.82127 11.99734 1.186 -1.531 0.765 -0.249
N -6.72441 7.06331 11.49569 0.090 2.019 -0.767 -0.040
C -6.94543 8.54822 11.61904 0.978 -1.032 -0.229 -0.225
C -8.24542 9.04527 11.12034 -1.127 -0.538 1.226 -0.190
O -9.24648 8.66074 12.14189 1.020 -0.096 -1.165 -0.193
C -10.36780 9.48917 12.14624 -0.198 0.772 -0.354 -0.145
H -1.72498 4.98220 12.47447 0.050 0.770 0.395 0.082
H -2.44636 6.00805 11.19532 -0.184 0.172 0.118 0.085
H -2.33666 4.24106 11.18126 -1.056 -0.311 -0.599 0.079
H -5.67361 4.68560 12.15878 -0.219 -0.017 0.074 0.111
H -4.87337 5.11780 10.70707 0.756 0.131 -0.066 0.119
H -4.58248 7.42824 11.60289 -0.526 0.589 -0.603 0.115
H -5.37964 7.04728 13.06350 0.287 -0.284 0.423 0.118
H -7.39997 6.56706 12.05913 -0.081 0.009 0.156 0.110
H -6.14513 9.02275 11.05120 0.010 -0.079 -0.349 0.117
H -6.78247 8.93197 12.62616 -0.141 -0.226 0.459 0.121
H -8.44865 8.61228 10.14090 -0.443 -0.051 -0.003 0.125
H -8.18317 10.13026 11.03652 -0.270 0.167 0.051 0.117
H -11.05100 9.25997 12.96405 0.307 -0.258 0.074 0.088
H -10.93973 9.46007 11.21880 -0.102 -0.307 -0.263 0.083
H -10.04023 10.52465 12.23887 -0.081 0.330 0.253 0.079
C -5.61805 -0.16946 -7.74589 -0.557 -0.820 -0.079 -0.112
O -4.88539 -1.37684 -7.62389 -0.088 -0.077 -0.646 -0.205
C -5.08908 -2.02953 -6.38184 0.786 0.059 0.296 -0.221
C -4.76873 -3.54222 -6.50296 -0.575 0.925 -0.148 -0.198
N -5.92021 -4.17683 -7.15958 0.561 -0.614 -0.369 -0.054
C -5.60723 -5.54575 -7.59860 -0.084 0.087 0.207 -0.221
C -6.69681 -6.22331 -8.41135 0.712 0.569 0.623 -0.250
O -6.64795 -5.66165 -9.71450 -1.958 -0.931 -0.701 -0.184
C -7.86072 -6.05650 -10.44243 0.389 1.549 0.277 -0.086
H -6.67143 -0.42839 -7.63890 -0.360 0.177 -0.119 0.081
H -5.46215 0.22693 -8.74921 0.182 0.040 0.188 0.089
H -5.42228 0.57534 -6.97450 0.510 0.066 0.075 0.084
H -6.10807 -1.87066 -6.02897 -0.266 -0.240 -0.050 0.114
H -4.43507 -1.47113 -5.71210 0.178 -0.488 0.681 0.117
H -4.55924 -4.03640 -5.55428 -0.501 0.271 0.402 0.113
H -3.81229 -3.66283 -7.01166 0.086 0.117 -0.673 0.112
H -6.13554 -3.64025 -7.98771 -0.037 0.229 -0.193 0.102
H -5.38891 -6.10135 -6.68660 -0.046 -0.317 -0.044 0.118
H -4.74028 -5.61986 -8.25510 0.554 0.282 0.069 0.117
H -7.64629 -6.06825 -7.89897 -0.375 0.018 -0.263 0.120
H -6.46827 -7.28822 -8.45418 -0.134 -0.244 -0.034 0.119
H -7.87863 -5.55336 -11.40919 0.642 -0.342 -0.172 0.081
H -8.72931 -5.59418 -9.97349 -0.116 -0.213 0.554 0.078
H -8.05039 -7.12478 -10.54682 0.498 -0.105 0.126 0.084
C -3.42754 3.99907 4.59101 0.341 0.024 0.798 -0.117
O -2.19148 3.31340 4.41877 -0.789 -0.371 -0.442 -0.178
C -2.37849 2.35863 3.38523 1.083 -0.741 -0.551 -0.239
C -1.16314 1.38386 3.28502 -1.024 0.550 0.577 -0.202
N -1.32746 0.46378 2.14859 0.725 0.130 0.025 -0.075
C -0.17269 -0.45410 2.01753 -0.238 0.052 -0.602 -0.190
C -0.29195 -1.27842 0.67969 1.952 0.845 0.598 -0.173
O 0.83313 -2.16702 0.58714 -0.595 -0.046 1.770 -0.210
C 0.94704 -2.96694 -0.53888 -0.400 0.628 -0.908 -0.141
H -3.87820 4.28431 3.64041 0.108 0.215 -0.095 0.084
H -3.25384 4.85765 5.23968 0.143 0.167 -0.320 0.086
H -4.14324 3.38595 5.13870 -0.142 -0.355 -0.095 0.083
H -2.49751 2.86577 2.42776 0.192 0.216 -0.243 0.116
H -3.29916 1.78345 3.48336 -0.228 -0.155 0.525 0.113
H -1.09661 0.80326 4.20512 -0.046 0.005 0.423 0.112
H -0.27236 2.01199 3.29315 0.215 -0.209 -0.693 0.119
H -2.08055 -0.14777 2.42960 -0.503 0.034 -0.196 0.099
H -0.08888 -1.06143 2.91876 -0.051 -0.655 -0.083 0.111
H 0.74558 0.13301 2.03123 0.021 0.064 -0.433 0.115
H -0.06543 -0.58812 -0.13288 -0.988 0.406 -0.197 0.117
H -1.27114 -1.74965 0.59473 0.013 -0.254 -0.115 0.116
H 0.05811 -3.55701 -0.76186 -0.018 -0.783 0.629 0.081
H 1.88601 -3.51171 -0.44068 -0.365 -0.281 -0.098 0.094
H 0.97219 -2.36752 -1.44892 0.537 0.485 -0.284 0.077
C -0.72388 -12.14408 -3.32122 0.579 -0.061 0.348 -0.137
O -1.49329 -13.16094 -3.87700 -1.305 -0.090 -0.391 -0.198
C -1.98439 -12.79140 -5.16207 0.709 -1.273 -0.694 -0.216
C -2.69360 -14.04245 -5.81223 -0.342 2.163 2.184 -0.155
N -3.93395 -14.23451 -5.02249 -0.544 -0.140 -1.525 -0.064
C -4.88574 -15.09335 -5.74929 -0.796 -0.037 0.966 -0.211
C -5.62330 -14.42125 -6.90673 0.699 0.139 -0.239 -0.239
O -4.83691 -14.47006 -8.07584 0.363 0.390 -1.766 -0.219
C -5.49192 -13.92375 -9.26009 -0.108 -0.126 1.560 -0.073
H 0.26510 -12.25069 -3.76694 0.404 0.496 0.254 0.089
H -0.69022 -12.26432 -2.23840 0.191 -0.266 -0.037 0.088
H -1.10411 -11.13520 -3.48147 -0.227 0.090 -0.350 0.084
H -1.14650 -12.48335 -5.78747 0.535 -0.255 -0.253 0.107
H -2.55684 -11.86540 -5.10804 -0.841 -0.308 0.162 0.115
H -2.05902 -14.92121 -5.69737 0.356 0.060 -0.496 0.117
H -2.94684 -13.78182 -6.83987 0.065 -0.378 0.070 0.107
H -3.71126 -14.62137 -4.11649 0.026 -0.065 -0.019 0.102
H -5.71497 -15.37565 -5.10061 0.020 0.300 0.621 0.109
H -4.47368 -16.07992 -5.96137 0.286 -0.040 -0.856 0.116
H -5.83297 -13.38514 -6.64099 0.069 0.280 0.220 0.123
H -6.59732 -14.87299 -7.09464 -0.125 -0.448 0.033 0.113
H -4.91348 -13.99861 -10.18091 0.292 -0.663 0.406 0.083
H -5.66825 -12.85428 -9.14502 -0.170 0.175 0.288 0.079
H -6.45065 -14.43830 -9.32459 -0.136 0.058 -0.484 0.080
C -9.72873 8.03958 1.81182 -1.070 -0.679 -0.333 -0.117
O -8.91390 8.63128 0.84552 1.404 0.195 1.013 -0.197
C -9.58500 9.15100 -0.26093 -0.215 0.378 0.049 -0.238
C -8.59216 9.84389 -1.20032 0.866 -1.194 0.328 -0.182
N -7.45735 8.91742 -1.50769 -0.854 0.536 -1.020 -0.066
C -6.17301 9.59935 -1.80860 -0.109 -1.673 1.316 -0.174
C -5.09070 8.53000 -2.20794 -1.585 1.337 -0.817 -0.236
O -4.91600 7.57899 -1.20767 -0.726 1.041 0.956 -0.180
C -4.08880 6.55036 -1.59062 0.951 -0.619 0.127 -0.135
H -9.20457 7.45354 2.56676 0.594 0.258 -0.336 0.090
H -10.39375 7.35072 1.29096 -0.260 -0.383 0.036 0.083
H -10.39530 8.71200 2.35186 0.114 0.600 -0.053 0.085
H -10.32745 9.87344 0.07811 -0.180 0.341 -0.033 0.119
H -10.15025 8.33448 -0.71024 0.061 -0.117 -0.605 0.121
H -8.16838 10.73464 -0.73655 -0.279 0.322 0.340 0.108
H -9.15774 10.15812 -2.07752 0.236 -0.102 -0.275 0.111
H -7.30998 8.37128 -0.67095 0.070 -0.137 0.025 0.085
H -5.89763 10.02112 -0.84197 0.726 0.551 -0.021 0.110
H -6.27725 10.41599 -2.52299 -0.003 -0.341 -0.251 0.115
H -4.18256 9.06037 -2.49443 0.483 -0.020 0.312 0.115
H -5.43597 8.02590 -3.11059 -0.207 -0.068 -0.288 0.117
H -4.57517 5.83241 -2.25099 -0.122 -0.045 -0.215 0.091
H -3.75094 6.03301 -0.69269 -0.123 -0.085 0.011 0.089
H -3.19778 6.95289 -2.07244 0.229 -0.102 -0.264 0.086
```
Forces are in eV/Å.

Highest occupied orbital energy   -8.59 eV
SMILES   COCCNCCOC.COCCNCCOC.COCCNCCOC.COCCNCCOC.COCCNCCOC.COCCNCCOC.COCCNCCOC.COCCNCCOC.COCCNCCOC.COCCNCCOC
LUMO energy   0.4 eV
HOMO-LUMO gap   8.95 eV